[1]
DFT (ωB97M-V with the def2-TZVPD basis set) results for C28H37N2O2PPd as an isolated structure.

Each line ends with the Löwdin charge.
Cartesian coordinates (Å):
C: 0.32 3.39 -3.41  -0.008
C: -0.97 3.00 -3.06  0.000
C: -1.19 1.87 -2.24  -0.226
C: -0.11 1.14 -1.77  -0.042
C: 1.19 1.59 -2.02  -0.278
C: 1.39 2.68 -2.89  -0.004
C: -2.63 1.50 -1.99  -0.111
C: -3.01 0.01 -1.82  -0.166
N: -2.06 -0.96 -2.41  -0.379
Pd: -0.54 -0.87 -0.99  0.724
C: 2.35 0.87 -1.41  -0.236
P: 1.84 -0.84 -0.99  0.812
H: -1.84 3.50 -3.48  0.134
H: 2.41 2.98 -3.12  0.129
H: 0.46 4.21 -4.13  0.135
H: 2.69 1.37 -0.49  0.117
H: 3.21 0.88 -2.10  0.128
H: -2.99 2.01 -1.08  0.122
H: -3.22 1.87 -2.84  0.128
H: -3.07 -0.27 -0.75  0.107
C: 3.11 -1.23 0.23  -0.225
C: 2.30 -1.72 -2.49  -0.207
H: -3.94 -0.22 -2.36  0.141
C: -1.45 -0.68 -3.72  -0.037
C: -2.73 -2.30 -2.42  -0.052
H: 0.80 -1.60 -0.07  0.056
H: -2.00 -1.26 -4.46  0.099
H: -1.46 0.37 -3.99  0.099
H: -0.41 -1.03 -3.71  0.070
H: -2.93 -2.56 -3.46  0.102
H: -2.09 -3.05 -1.95  0.055
H: -3.66 -2.24 -1.86  0.105
H: 3.39 -1.69 -2.63  0.079
H: 1.98 -2.75 -2.40  0.061
H: 1.84 -1.27 -3.37  0.056
H: 4.10 -1.22 -0.23  0.073
H: 3.09 -0.50 1.04  0.059
H: 2.92 -2.22 0.65  0.054
H: -0.55 -2.34 -1.85  0.083
C: 3.69 0.73 4.82  -0.037
C: 2.73 -0.35 4.40  -0.214
C: 3.22 -1.63 4.12  -0.013
C: 2.38 -2.67 3.74  -0.058
C: 1.02 -2.42 3.59  -0.004
C: 0.51 -1.13 3.84  -0.174
N: -0.79 -0.92 3.45  0.184
C: -1.76 -0.11 4.02  -0.186
C: -1.94 0.00 5.41  0.003
C: -2.91 0.88 5.91  -0.028
C: -3.69 1.64 5.02  -0.009
C: -3.47 1.56 3.64  0.020
C: -2.52 0.68 3.13  -0.053
C: -2.14 0.70 1.66  -0.556
O: -2.21 1.80 1.09  0.048
O: -1.75 -0.42 1.14  -0.134
C: 1.36 -0.08 4.27  -0.130
C: 0.84 1.30 4.47  -0.001
H: 3.69 1.59 4.13  0.093
H: 3.46 1.11 5.82  0.102
H: 4.71 0.34 4.85  0.086
H: 4.29 -1.80 4.22  0.127
H: 2.77 -3.67 3.55  0.122
H: 0.33 -3.20 3.27  0.129
H: -1.10 -1.33 2.56  0.132
H: -1.32 -0.61 6.07  0.139
H: -3.04 0.98 6.98  0.125
H: -4.45 2.31 5.40  0.125
H: -4.03 2.17 2.93  0.134
H: 0.41 1.72 3.55  0.109
H: 0.04 1.32 5.22  0.081
H: 1.62 1.98 4.82  0.081

As for the expectation value of S²: 6.05. Its charge is +2. As for the multiplicity: 5. For the total energy, the calculation gives -49458.85638 eV.

[2]
DFT (ωB97M-V with the def2-TZVPD basis set) results for C30H52CoN8O5P as an isolated structure.

Each line ends with the Löwdin charge.
Cartesian coordinates (Å):
Co: -0.15 -0.15 -0.29  0.570
C: -0.26 -2.83 0.76  -0.043
N: -0.23 -2.36 2.14  -0.105
C: -0.82 -3.35 3.05  -0.027
C: -0.19 -1.05 2.54  -0.355
N: 0.06 -0.08 1.69  0.094
C: 0.14 1.30 2.08  -0.138
C: 0.38 1.77 3.37  -0.030
C: 0.27 3.12 3.68  -0.066
C: -0.11 4.03 2.70  -0.071
C: -0.23 3.59 1.40  -0.064
C: 0.00 2.26 1.05  -0.203
N: 0.04 1.82 -0.30  0.073
C: 0.41 2.60 -1.28  -0.384
N: 1.25 3.67 -1.14  -0.158
C: 0.97 4.96 -1.77  -0.044
C: 2.35 3.66 -0.20  -0.026
N: 0.00 2.33 -2.56  -0.130
C: -1.07 1.37 -2.80  -0.035
C: 0.78 2.72 -3.73  -0.046
N: -0.39 -0.84 3.89  -0.204
C: -1.60 -0.17 4.36  -0.031
C: 0.46 -1.46 4.88  -0.063
H: 0.45 -3.65 0.62  0.106
H: -0.01 -2.07 0.04  0.030
H: -1.26 -3.17 0.51  0.091
H: -1.17 -4.19 2.45  0.094
H: -1.67 -2.93 3.58  0.095
H: -0.09 -3.74 3.77  0.081
H: 0.64 1.08 4.15  0.097
H: 0.44 3.45 4.70  0.111
H: -0.28 5.07 2.94  0.111
H: -0.48 4.29 0.61  0.119
H: 0.04 4.91 -2.34  0.096
H: 1.78 5.26 -2.44  0.094
H: 0.86 5.72 -1.00  0.096
H: 2.53 2.65 0.16  0.087
H: 2.17 4.30 0.67  0.091
H: 3.25 4.01 -0.71  0.099
H: -1.87 1.47 -2.07  0.052
H: -0.71 0.33 -2.77  0.089
H: -1.46 1.54 -3.80  0.105
H: 1.74 3.13 -3.43  0.085
H: 0.26 3.47 -4.33  0.099
H: 0.95 1.84 -4.36  0.096
H: -2.28 0.00 3.52  0.086
H: -1.37 0.78 4.84  0.082
H: -2.11 -0.81 5.08  0.099
H: 1.34 -1.89 4.41  0.095
H: -0.05 -2.24 5.45  0.087
H: 0.81 -0.70 5.59  0.092
N: 4.32 -2.51 2.24  0.182
C: 4.66 -1.26 1.81  -0.498
O: 5.46 -0.55 2.37  0.096
C: 3.91 -0.74 0.61  -0.098
C: 4.57 0.03 -0.32  0.031
C: 3.87 0.54 -1.40  -0.019
C: 2.50 0.33 -1.45  -0.096
N: 1.84 -0.38 -0.53  0.020
C: 2.54 -0.92 0.47  -0.039
H: 4.87 -2.89 2.99  0.120
H: 3.86 -3.15 1.62  0.105
H: 5.63 0.23 -0.20  0.138
H: 4.35 1.13 -2.17  0.122
H: 1.91 0.72 -2.27  0.107
H: 1.99 -1.49 1.21  0.104
C: -4.55 -3.75 0.24  -0.032
C: -5.19 -2.43 -0.15  -0.606
C: -6.01 -2.58 -1.42  -0.027
C: -6.04 -1.86 0.98  -0.023
O: -4.12 -1.48 -0.53  -0.162
P: -3.14 -0.74 0.47  0.305
O: -2.81 -1.54 1.67  -0.239
O: -1.99 -0.35 -0.48  -0.310
O: -3.88 0.57 0.95  -0.146
C: -4.34 1.73 0.20  -0.595
C: -4.72 1.39 -1.24  -0.021
C: -3.20 2.74 0.25  -0.022
C: -5.54 2.25 0.96  -0.019
H: -5.33 -4.48 0.44  0.093
H: -3.93 -3.63 1.14  0.069
H: -3.93 -4.12 -0.58  0.091
H: -6.84 -3.26 -1.24  0.095
H: -5.39 -2.98 -2.22  0.092
H: -6.40 -1.61 -1.73  0.082
H: -6.81 -2.58 1.24  0.096
H: -6.52 -0.93 0.67  0.079
H: -5.44 -1.67 1.87  0.084
H: -3.90 0.90 -1.77  0.067
H: -4.96 2.32 -1.76  0.097
H: -5.59 0.74 -1.28  0.082
H: -2.30 2.33 -0.24  0.051
H: -2.94 2.97 1.29  0.093
H: -3.49 3.66 -0.26  0.100
H: -6.34 1.50 0.97  0.082
H: -5.93 3.15 0.49  0.096
H: -5.27 2.47 1.99  0.094

As for the expectation value of S²: 0.78. The energy above the lowest of the compared OMol25 structures with the same formula, charge and spin is 1.68 kcal per mole. Its charge is +1. As for the multiplicity: 2.

[3]
DFT (ωB97M-V with the def2-TZVPD basis set) results for a 2-piece molecular cluster, C4H10N2 overall.

Each line ends with the Löwdin charge.
Cartesian coordinates (Å):
C: -1.97 0.39 -1.09  0.003
C: -1.29 0.10 0.03  -0.551
N: -0.83 1.05 0.94  0.093
N: -1.05 -1.23 0.44  0.058
H: -2.06 1.40 -1.43  0.038
H: -2.44 -0.37 -1.67  0.038
H: -0.81 1.98 0.54  0.089
H: 0.05 0.81 1.36  0.066
H: -1.12 -1.34 1.45  0.094
H: -1.64 -1.90 -0.03  0.092
C: 2.06 -0.68 0.27  -0.097
C: 2.36 0.37 -0.48  -0.087
H: 2.76 -1.05 1.00  0.040
H: 1.05 -1.20 0.23  0.040
H: 3.28 0.91 -0.37  0.041
H: 1.65 0.77 -1.19  0.042

The energy above the lowest of the compared OMol25 structures with the same formula, charge and spin is 35.31 kcal per mole. As for the SMILES: C=C(N)N.C=C. As for the multiplicity: 1.

[4]
DFT (ωB97M-V with the def2-TZVPD basis set) results for a 2-piece molecular cluster, C4H14N3O overall.

Each line ends with the Löwdin charge.
Cartesian coordinates (Å):
C: -1.19 -1.08 -0.89  -0.300
C: 0.15 -1.00 -0.15  -0.197
C: 0.71 0.39 -0.17  -0.476
C: 1.75 0.69 -0.96  -0.201
N: 2.24 2.07 -1.08  0.057
N: 0.04 1.32 0.59  0.061
N: -1.76 -2.42 -0.76  -0.021
H: -1.03 -0.75 -1.92  0.105
H: -1.88 -0.37 -0.45  0.099
H: 0.85 -1.70 -0.61  0.100
H: 0.00 -1.32 0.88  0.089
H: 2.28 -0.04 -1.55  0.063
H: 1.48 2.76 -0.93  0.142
H: 3.02 2.31 -0.42  0.117
H: 2.61 2.29 -2.05  0.162
H: 0.57 2.08 0.99  0.045
H: -0.62 0.93 1.26  0.032
H: -2.69 -2.44 -1.16  0.051
H: -1.19 -3.07 -1.30  0.059
H: -1.19 -0.18 3.73  0.049
H: -2.40 -0.52 2.84  0.044
O: -1.57 -0.02 2.85  -0.080

As for the expectation value of S²: 0.75. The energy above the lowest of the compared OMol25 structures with the same formula, charge and spin is 65.11 kcal per mole. As for the multiplicity: 2.

[5]
DFT (ωB97M-V with the def2-TZVPD basis set) results for C38H28GeN2O2S6V as an isolated structure.

Each line ends with the Löwdin charge.
Cartesian coordinates (Å):
V: -0.61 0.60 0.37  0.329
S: 5.99 3.27 1.52  0.438
C: 4.46 2.82 1.07  -1.539
S: 3.03 3.63 1.55  0.893
C: 1.85 2.61 0.75  -1.136
C: 2.38 1.58 0.07  -1.137
S: 1.41 0.45 -0.85  0.601
S: 4.12 1.46 0.08  0.877
S: 0.15 2.96 0.79  0.582
C: -6.04 3.86 4.33  -0.051
C: -5.31 3.23 3.16  -0.264
C: -5.88 3.22 1.89  -0.043
C: -5.24 2.61 0.82  -0.050
C: -4.00 2.01 1.03  -0.264
C: -3.40 2.03 2.28  -0.030
C: -4.06 2.64 3.34  -0.015
S: -3.25 1.16 -0.31  0.605
O: -4.32 0.80 -1.19  -0.281
O: -2.14 1.96 -0.82  -0.369
N: -2.47 -0.05 0.33  -0.231
C: -2.86 -1.40 0.40  -0.223
C: -4.12 -1.91 0.45  -0.010
C: -4.30 -3.30 0.61  -0.080
C: -3.24 -4.15 0.73  -0.057
C: -1.92 -3.64 0.63  -0.161
C: -0.75 -4.44 0.69  -0.018
C: 0.46 -3.85 0.55  -0.039
C: 0.55 -2.45 0.32  -0.133
N: -0.50 -1.68 0.27  0.027
C: -1.74 -2.27 0.44  -0.144
H: -6.19 4.93 4.16  0.080
H: -5.47 3.74 5.25  0.071
H: -7.02 3.41 4.46  0.078
H: -6.85 3.69 1.73  0.112
H: -5.69 2.59 -0.16  0.111
H: -2.43 1.57 2.43  0.076
H: -3.59 2.66 4.32  0.098
H: -4.97 -1.24 0.38  0.109
H: -5.31 -3.70 0.66  0.101
H: -3.39 -5.22 0.88  0.108
H: -0.84 -5.51 0.85  0.115
H: 1.37 -4.43 0.58  0.105
H: 1.50 -1.96 0.18  0.069
C: -0.19 0.25 1.95  -0.320
Ge: 0.08 -0.15 3.80  0.905
C: -0.76 1.15 4.99  -0.268
C: -1.46 0.76 6.14  -0.106
C: -2.01 1.71 7.00  -0.101
C: -1.87 3.06 6.71  -0.113
C: -1.19 3.46 5.57  -0.095
C: -0.64 2.51 4.71  -0.101
C: 1.97 -0.18 4.27  -0.271
C: 2.95 0.04 3.29  -0.087
C: 4.30 0.10 3.63  -0.080
C: 4.69 -0.05 4.95  -0.093
C: 3.73 -0.27 5.94  -0.099
C: 2.38 -0.33 5.60  -0.115
C: -0.69 -1.91 4.11  -0.274
C: 0.10 -3.01 4.44  -0.099
C: -0.48 -4.26 4.63  -0.097
C: -1.85 -4.43 4.50  -0.103
C: -2.65 -3.34 4.16  -0.096
C: -2.07 -2.09 3.96  -0.106
H: -1.58 -0.30 6.37  0.095
H: -2.54 1.39 7.89  0.095
H: -2.29 3.80 7.38  0.095
H: -1.09 4.52 5.33  0.104
H: -0.13 2.84 3.81  0.078
H: 2.64 0.17 2.25  0.069
H: 5.04 0.29 2.86  0.086
H: 5.73 0.02 5.22  0.098
H: 4.03 -0.38 6.98  0.094
H: 1.64 -0.48 6.38  0.098
H: 1.17 -2.89 4.55  0.096
H: 0.15 -5.11 4.89  0.096
H: -2.30 -5.40 4.65  0.095
H: -3.72 -3.47 4.04  0.100
H: -2.70 -1.25 3.67  0.106

Its charge is -1. As for the multiplicity: 1. For the total energy, the calculation gives -194153.08211 eV.

[6]
DFT (ωB97M-V with the def2-TZVPD basis set) results for C2H4N4 as an isolated structure.

Each line ends with the Löwdin charge.
Cartesian coordinates (Å):
N: -1.03 -0.77 -1.16  0.109
C: -0.35 -0.20 -0.10  -0.421
C: 0.82 0.55 -0.08  -0.113
N: 1.06 0.84 1.31  -0.053
N: 0.12 0.19 1.98  -0.065
N: -0.75 -0.38 1.17  0.050
H: -1.00 -0.27 -2.03  0.093
H: -1.96 -1.09 -0.91  0.094
H: 1.35 1.10 -0.86  0.119
H: 1.73 0.02 0.69  0.187

The energy above the lowest of the compared OMol25 structures with the same formula, charge and spin is 74.48 kcal per mole. As for the multiplicity: 1.

[7]
DFT (ωB97M-V with the def2-TZVPD basis set) results for C18H17IIrN2PS4Sb as an isolated structure.

Each line ends with the Löwdin charge.
Cartesian coordinates (Å):
Ir: 0.43 0.12 0.29  0.478
N: -0.56 -2.83 0.59  -0.096
P: 0.82 -2.14 -0.15  0.840
C: 2.17 -3.13 0.53  -0.343
C: 2.16 -4.51 0.38  -0.090
C: 3.19 -5.28 0.89  -0.074
C: 4.26 -4.66 1.54  -0.073
C: 4.28 -3.28 1.67  -0.067
C: 3.24 -2.51 1.17  -0.094
C: 0.73 -2.74 -1.85  -0.376
C: -0.46 -3.21 -2.40  -0.100
C: -0.49 -3.61 -3.73  -0.079
C: 0.66 -3.53 -4.50  -0.070
C: 1.84 -3.04 -3.96  -0.100
C: 1.88 -2.64 -2.63  -0.127
C: -1.57 -2.06 1.11  -0.364
C: -2.70 -2.68 1.68  -0.009
C: -3.72 -1.89 2.15  -0.052
C: -3.62 -0.51 2.05  -0.051
C: -2.48 0.02 1.50  -0.136
N: -1.45 -0.73 1.06  -0.058
H: -0.67 -3.83 0.68  0.114
H: 1.35 -5.00 -0.16  0.108
H: 3.18 -6.35 0.78  0.106
H: 5.07 -5.25 1.93  0.107
H: 5.12 -2.80 2.16  0.109
H: 3.26 -1.43 1.27  0.048
H: -1.36 -3.25 -1.81  0.097
H: -1.41 -3.98 -4.16  0.104
H: 0.64 -3.84 -5.54  0.107
H: 2.72 -2.94 -4.57  0.101
H: 2.79 -2.24 -2.22  0.098
H: -2.74 -3.76 1.73  0.115
H: -4.60 -2.35 2.59  0.115
H: -4.41 0.15 2.38  0.111
H: -2.36 1.09 1.39  0.025
S: 2.01 3.76 -2.71  -0.156
Sb: 2.02 1.56 -2.56  -0.025
S: 2.56 0.79 -0.30  -0.048
S: -0.48 0.60 -1.76  0.071
S: 2.93 0.27 -4.11  -0.097
I: -1.47 3.09 -0.37  0.774
C: -0.09 2.05 0.93  -0.839
H: -0.62 2.04 1.88  -0.047
H: 0.77 2.72 1.00  -0.055

As for the expectation value of S²: 0.76. The energy above the lowest of the compared OMol25 structures with the same formula, charge and spin is 6.98 kcal per mole. As for the multiplicity: 2.

[8]
DFT (ωB97M-V with the def2-TZVPD basis set) results for a 2-piece molecular cluster, C31H45OSi4 overall.

Each line ends with the Löwdin charge.
Cartesian coordinates (Å):
C: 3.78 -4.10 1.70  -0.205
Si: 2.81 -3.95 0.09  0.414
C: 3.95 -3.95 -1.41  -0.213
C: 1.59 -5.37 -0.08  -0.213
Si: 1.58 -1.93 0.04  0.513
Si: -0.01 -1.74 1.80  0.431
C: 0.10 -3.33 2.82  -0.213
C: 0.40 -0.20 2.80  -0.219
C: -1.78 -1.54 1.18  -0.214
Si: 3.01 -0.07 0.00  0.417
C: 4.02 0.00 1.60  -0.202
C: 4.14 -0.33 -1.48  -0.212
C: 1.96 1.48 -0.24  -0.211
O: 0.91 -1.89 -1.62  -0.297
C: -0.44 -1.80 -1.89  -0.489
C: -1.16 -3.11 -2.08  -0.034
C: -1.02 -0.59 -2.02  0.040
H: 4.27 -5.09 1.73  0.040
H: 4.57 -3.34 1.77  0.020
H: 3.13 -4.02 2.58  0.012
H: 4.33 -4.96 -1.57  0.037
H: 3.39 -3.65 -2.31  0.037
H: 4.80 -3.27 -1.29  0.014
H: 2.14 -6.33 -0.08  0.039
H: 0.86 -5.40 0.74  0.009
H: 1.05 -5.30 -1.04  0.025
H: -0.64 -3.27 3.63  0.037
H: -0.14 -4.21 2.21  0.018
H: 1.09 -3.46 3.27  0.020
H: -0.35 -0.08 3.60  0.035
H: 1.39 -0.26 3.27  0.021
H: 0.37 0.71 2.19  -0.006
H: -2.46 -1.37 2.03  0.033
H: -1.89 -0.69 0.50  0.002
H: -2.12 -2.45 0.66  0.031
H: 4.64 0.91 1.59  0.036
H: 3.38 0.04 2.49  0.009
H: 4.68 -0.87 1.69  0.024
H: 4.67 0.60 -1.71  0.033
H: 4.88 -1.12 -1.31  0.016
H: 3.54 -0.60 -2.37  0.037
H: 2.61 2.38 -0.26  0.036
H: 1.42 1.45 -1.20  0.015
H: 1.22 1.63 0.55  -0.001
H: -2.24 -2.94 -2.03  0.082
H: -0.94 -3.54 -3.07  0.095
H: -0.87 -3.86 -1.32  0.074
H: -2.08 -0.57 -2.26  0.056
H: -0.46 0.33 -1.98  0.050
C: -2.07 2.96 -0.19  0.055
C: -1.43 3.58 0.94  -0.139
C: -1.43 2.95 2.21  -0.017
C: -0.87 3.60 3.31  -0.038
C: -0.31 4.87 3.18  -0.024
C: -0.29 5.49 1.92  -0.039
C: -0.83 4.86 0.81  0.003
C: -1.69 3.13 -1.58  -0.107
C: -2.66 2.45 -2.40  -0.106
C: -2.55 2.44 -3.78  0.021
C: -1.46 3.11 -4.37  -0.010
C: -0.50 3.76 -3.57  -0.031
C: -0.60 3.76 -2.18  0.012
C: -3.64 1.84 -1.51  -0.102
C: -3.28 2.16 -0.16  -0.096
C: -4.11 1.78 0.89  0.020
C: -5.25 1.01 0.61  -0.035
C: -5.58 0.66 -0.71  -0.010
C: -4.77 1.08 -1.78  0.020
H: -1.88 1.96 2.31  0.107
H: -0.89 3.10 4.28  0.120
H: 0.12 5.38 4.05  0.122
H: 0.16 6.48 1.80  0.120
H: -0.85 5.35 -0.16  0.116
H: -3.31 1.93 -4.36  0.126
H: -1.36 3.12 -5.45  0.122
H: 0.32 4.29 -4.05  0.118
H: 0.16 4.22 -1.55  0.114
H: -3.88 2.09 1.91  0.115
H: -5.89 0.69 1.43  0.118
H: -6.47 0.07 -0.91  0.120
H: -5.00 0.83 -2.82  0.125

Its charge is +1. As for the multiplicity: 1. For the total energy, the calculation gives -66431.73921 eV.